{
  "formula": "C20H23ClN2O5",
  "method": "ωB97M-V with the def2-TZVPD basis set",
  "symbols": ["H", "C", "H", "C", "C", "N", "C", "H", "H", "H", "C", "C", "C", "H", "H", "H", "H", "C", "C", "O", "Cl", "C", "C", "H", "H", "C", "H", "O", "O", "H", "C", "H", "C", "C", "H", "O", "H", "O", "C", "C", "C", "H", "C", "C", "H", "H", "N", "H", "H", "H", "H"],
  "coordinates": [[-1.350517, 3.469751, 2.499769], [0.081933, 2.476122, 0.471071], [-3.988381, -0.078793, 1.865281], [-2.763747, 2.048316, 1.756006], [1.449468, 0.666944, 1.276945], [-2.667889, 1.087687, 0.824314], [-3.324758, -0.713898, -1.500963], [4.918207, 2.050209, -0.582293], [-3.936979, -1.121041, -2.311223], [-0.526175, -4.356233, -1.255100], [-0.938858, -1.076272, -1.102221], [-1.881514, 3.289074, 1.556334], [-2.241788, -3.002932, -1.371130], [5.951088, 0.889233, 0.249777], [4.309965, -1.842188, 1.019096], [0.569770, -2.317507, -1.942105], [-4.672768, -1.517760, -0.010012], [-3.340348, -0.180508, 0.991238], [0.359363, 1.518972, 1.431311], [-0.662187, 0.107645, -1.020904], [0.626777, 3.807257, -1.802518], [0.966675, 2.607669, -0.618214], [4.440075, -0.027481, -0.994001], [6.166937, 1.178319, -1.478348], [-2.548425, 4.138412, 1.379633], [-0.898658, -3.451054, -0.781146], [4.984605, -0.969395, -1.076240], [1.592984, -0.294297, 2.213105], [-3.507448, 1.996870, 2.715162], [2.698573, 1.921825, -1.612360], [3.418394, -0.143513, 0.096288], [-3.094432, -3.372999, -0.797411], [5.431018, 1.097050, -0.682345], [2.060297, 1.793937, -0.754440], [-2.595776, -0.959198, 1.196368], [-0.994179, 3.288605, 0.462658], [-2.949504, 0.266830, -1.805186], [2.607439, -2.105957, 2.976847], [3.518944, -1.108852, 1.039704], [2.586340, -1.239206, 2.137159], [0.018212, -2.247580, -1.002278], [-0.280851, 1.365535, 2.284783], [2.325087, 0.790079, 0.186399], [-4.172818, -0.572761, -0.229387], [-2.357324, -3.331270, -2.412398], [-4.938277, 0.182255, -0.409571], [-2.174104, -1.560497, -1.313748], [-1.004706, -3.643071, 0.286734], [-1.958462, 1.128435, 0.099089], [0.739167, -2.098587, -0.200727], [3.949565, 0.165812, -1.948824]],
  "forces_ev_per_a": [[-0.065, -0.055, -0.118], [0.577, -0.158, -0.022], [0.142, -0.106, -0.102], [0.230, 0.236, -0.291], [0.078, 0.641, -0.782], [0.048, -0.113, -0.379], [-0.232, 0.227, 0.063], [0.013, 0.119, 0.020], [0.075, 0.079, -0.006], [-0.033, -0.034, 0.043], [0.228, -0.168, -0.003], [-0.277, 0.104, 0.490], [-0.067, -0.278, -0.109], [0.052, 0.021, 0.075], [0.052, -0.062, -0.005], [0.026, 0.046, -0.019], [-0.075, -0.028, 0.005], [-0.341, -0.104, 0.054], [0.018, 0.056, 0.120], [0.108, 0.236, -0.113], [0.002, 0.188, -0.282], [-0.076, 0.004, 0.195], [0.093, 0.070, 0.121], [0.081, 0.063, -0.045], [0.087, -0.176, 0.085], [0.038, -0.002, -0.028], [-0.087, -0.005, -0.054], [-0.120, -0.112, 0.263], [-0.080, 0.192, 0.330], [0.076, 0.039, -0.104], [0.098, -0.528, 0.257], [0.027, -0.019, -0.050], [-0.047, -0.087, -0.103], [-0.223, -0.068, 0.281], [-0.084, 0.025, 0.062], [0.053, -0.183, -0.215], [-0.071, -0.094, -0.054], [-0.052, 0.321, -0.248], [0.072, 0.286, -0.380], [0.115, -0.495, 0.364], [0.037, -0.037, 0.058], [-0.078, -0.013, 0.091], [-0.427, 0.076, 0.409], [0.355, 0.002, 0.023], [-0.053, -0.022, 0.087], [-0.080, -0.011, 0.012], [-0.213, -0.155, -0.008], [-0.017, -0.012, -0.013], [-0.008, 0.089, 0.098], [0.028, 0.080, -0.026], [-0.001, -0.073, -0.047]],
  "mulliken_charge": [0.34, -0.36, 0.51, 0.68, -0.46, 0.21, -1.10, 0.34, 0.43, 0.37, 0.30, -0.58, -0.63, 0.34, 0.45, 0.31, 0.42, -0.91, 0.67, -0.73, -0.24, -0.41, -1.09, 0.37, 0.38, -0.84, 0.43, -0.52, -0.70, 0.47, 1.01, 0.32, -1.14, -0.85, 0.20, -0.54, 0.39, -0.65, -0.59, 0.07, 0.24, 0.53, 1.50, -0.64, 0.33, 0.39, 0.31, 0.32, 0.18, -0.20, 0.36],
  "orbital_gap_ha": 0.3096,
  "relative_energy_kj_mol": 9.4,
  "smiles": "CCc1cc(=O)oc2cc(OCC(=O)NCCCN3CCCC3=O)c(Cl)cc12",
  "lumo_ev": 0.12,
  "homo_ev": -8.308
}


{
  "formula": "C5H11N",
  "method": "ωB97M-V with the def2-TZVPD basis set",
  "symbols": ["H", "H", "C", "N", "H", "H", "C", "H", "H", "H", "H", "C", "C", "H", "H", "H", "C"],
  "coordinates": [[-2.550946, -0.106731, -1.376387], [-1.765481, -1.487295, -0.326447], [1.065352, 0.419205, 0.622147], [2.675793, -0.795655, -0.542442], [1.882604, 1.102266, 0.908642], [-2.415911, 0.685601, 0.921204], [-1.526525, 0.654019, 0.276277], [-0.815761, -0.657421, -1.502374], [-0.435837, 1.578777, 1.786305], [3.497271, -0.255836, -0.211276], [2.975074, -1.743079, -0.697862], [1.369610, -0.755341, -0.003819], [-1.735281, -0.475967, -0.753512], [-0.084335, -0.291085, -2.092993], [-1.438479, 1.628854, -0.223697], [-0.411904, -0.148648, 1.987137], [-0.285243, 0.648336, 1.229103]],
  "forces_ev_per_a": [[-0.329, -0.829, -0.189], [-0.589, 0.309, -0.001], [0.202, -0.337, -0.122], [0.677, -0.913, -0.254], [-0.110, 0.276, -0.171], [-0.050, 0.115, -0.125], [1.066, -0.312, 0.124], [-0.729, 0.621, 0.735], [0.613, 0.158, 0.036], [-0.892, 0.200, 0.210], [0.086, -0.045, -0.120], [0.357, 1.193, 0.139], [0.433, 0.545, 0.643], [0.910, 0.155, -0.763], [-0.337, -0.215, -0.333], [-0.400, 0.108, -0.114], [-0.908, -1.029, 0.307]],
  "mulliken_charge": [0.36, 0.34, 0.25, -0.37, 0.18, 0.29, -0.53, -0.59, 0.29, 0.19, 0.26, -1.43, -0.86, 0.46, 0.27, 0.28, -0.39],
  "orbital_gap_ha": [0.2360, 0.2252],
  "multiplicity": 2,
  "total_charge": -1,
  "relative_energy_kj_mol": 370.0,
  "lumo_ev": [4.49, 4.18],
  "homo_ev": [-1.927, -1.950]
}


{
  "formula": "C5H15N4O2S",
  "method": "ωB97M-V with the def2-TZVPD basis set",
  "symbols": ["H", "N", "H", "H", "H", "H", "C", "H", "H", "H", "O", "H", "H", "O", "H", "H", "S", "N", "C", "N", "C", "H", "C", "N", "H", "C", "H"],
  "coordinates": [[-2.551757, -0.196057, -1.199226], [-0.010588, 0.414150, 0.034300], [-2.675814, -0.876247, 1.648148], [-0.936912, -2.368887, -0.334017], [5.458075, 0.755867, 0.676859], [-1.503619, 1.760942, 0.988549], [-0.001531, -0.827891, 0.900849], [1.450553, -0.347938, -1.275852], [-0.949249, -2.477781, 1.561835], [0.981734, 2.275685, 0.126782], [2.141264, 0.710318, 0.722435], [1.124042, -1.218314, 0.909243], [-3.388462, 0.503702, 0.198458], [4.462064, -0.521385, -1.448452], [0.269120, 0.976822, -1.889715], [-1.188812, 1.775371, -0.748920], [3.962130, -0.745574, -0.143534], [4.916851, -0.072869, 0.985357], [-1.123378, -1.809658, 0.660968], [0.959556, 1.291355, 0.659531], [0.343293, 0.041024, -1.321646], [4.352096, 0.083584, 1.837492], [-2.416276, 0.060063, -0.218139], [-2.366500, -1.128189, 0.654697], [-0.318816, -0.752728, -1.703182], [-1.295486, 1.128852, 0.010999], [-0.043347, -0.322392, 1.882838]],
  "forces_ev_per_a": [[-0.189, -0.713, -2.535], [0.047, -0.934, 0.473], [0.638, -0.506, -2.024], [-0.467, 0.534, 1.649], [-0.238, -0.637, 0.287], [0.846, -1.655, -1.742], [2.865, 0.621, 1.373], [-2.260, 0.833, -0.295], [-0.880, 0.195, -1.350], [-0.175, -2.674, 0.744], [1.836, -0.487, 0.295], [-2.697, 0.574, -0.527], [1.267, -0.073, -1.352], [0.571, 0.301, -1.019], [0.212, -0.591, -0.387], [-0.144, 2.477, -2.789], [-0.812, 0.418, 1.586], [-0.913, 0.682, -0.521], [2.126, -0.823, -0.308], [0.420, 2.891, -0.680], [2.331, -0.527, -1.021], [0.490, -0.041, -0.270], [-1.745, 1.540, 4.604], [-1.146, 0.742, 1.528], [0.344, 0.498, 0.116], [-1.880, -1.945, 4.177], [-0.446, -0.701, -0.010]],
  "mulliken_charge": [0.38, 0.22, 0.35, 0.23, 0.33, 0.30, -0.40, 0.04, 0.37, 0.29, -0.50, 0.30, 0.39, -0.39, 0.37, 0.51, 0.81, -0.43, -0.66, -0.56, -0.59, 0.34, -0.80, -0.27, 0.37, -0.43, 0.43],
  "orbital_gap_ha": [0.2235, 0.2617],
  "total_charge": 1,
  "relative_energy_kj_mol": 231.7,
  "lumo_ev": [-5.30, -4.95],
  "homo_ev": [-11.384, -12.074]
}


E_tot in a.u., matching the order above: -1721.89639 -251.65874 -966.74048